Entry 1:
Here is 5 unconnected molecules or ions with the total composition C2H16N2O4 in a non-equilibrium geometry from OMol25. Energies are from the ωB97M-V functional and the def2-TZVPD basis.

ORCA input file:
```
! wB97M-V def2-TZVPD RIJCOSX def2/J DEFGRID3
* xyz 0 1
N 0.97 1.05 0.57
C 1.83 -0.16 0.35
C 1.58 -1.29 1.27
N 0.83 -2.39 0.40
H 0.50 1.52 -0.20
H 1.43 1.73 1.15
H 2.94 0.02 0.34
H 1.69 -0.51 -0.67
H 2.60 -1.61 1.43
H 0.90 -1.02 2.15
H 0.54 -3.18 0.90
H -0.07 -1.84 0.03
O 0.79 1.91 -2.14
H -0.07 1.52 -2.29
H 1.02 2.28 -2.90
O -1.38 0.58 -2.18
H -1.99 1.28 -1.98
H -1.42 0.11 -1.27
O -2.16 -0.75 -0.09
H -2.12 -0.30 0.71
H -2.90 -1.33 -0.26
O -1.47 0.46 2.21
H -1.77 1.32 2.33
H -0.56 0.57 1.77
*
```

As for the HOMO energy: -9.08 eV. Its SMILES is NCCN.O.O.O.O. The energy relative to the best compared isomer or geometry (same formula, charge and spin) comes out at 52.64 kcal/mol. As for the LUMO energy: 0.55 eV.

=====

Entry 2:
Here is 5 unconnected molecules or ions with the total composition C2H16NO4 in a non-equilibrium geometry from OMol25. Energies are from the ωB97M-V functional and the def2-TZVPD basis.

ORCA input file:
```
! wB97M-V def2-TZVPD RIJCOSX def2/J DEFGRID3
* xyz 1 1
C 1.20 0.73 2.21
N 0.10 0.44 1.28
C -1.06 -0.37 1.75
H 1.87 1.46 1.77
H 0.79 1.11 3.15
H 1.78 -0.16 2.46
H 0.46 0.00 0.41
H -0.29 1.34 0.96
H -0.78 -1.41 1.93
H -1.85 -0.21 1.03
H -1.40 0.02 2.71
H -1.27 -0.31 -1.95
H -2.80 -0.17 -1.90
O -1.98 0.31 -1.72
H -1.24 3.26 -0.40
H -1.62 1.76 -0.71
O -1.33 2.38 -0.01
H 1.13 0.12 -2.11
H 1.44 -1.14 -1.25
O 0.87 -0.35 -1.32
H 3.05 -2.78 -1.51
H 1.88 -3.75 -1.70
O 2.09 -2.87 -1.39
*
```

As for the HOMO energy: -15.16 eV. The energy relative to the best compared isomer or geometry (same formula, charge and spin) comes out at 0.00 kcal/mol. As for the LUMO energy: -2.74 eV.

=====

Entry 3:
Here is 5 unconnected molecules or ions with the total composition C2H16NO4S in a non-equilibrium geometry from OMol25. Energies are from the ωB97M-V functional and the def2-TZVPD basis.

ORCA input file:
```
! wB97M-V def2-TZVPD RIJCOSX def2/J DEFGRID3
* xyz 1 1
C 0.23 -0.38 -0.74
C 1.24 -1.35 -0.10
S 0.45 -3.03 0.00
N 0.30 1.07 -0.46
H -0.77 -0.75 -0.44
H 0.30 -0.56 -1.84
H 1.40 -1.09 0.94
H 2.13 -1.52 -0.72
H 1.47 -3.78 0.44
H -0.53 1.52 -0.82
H 1.14 1.55 -0.93
H 0.45 1.30 0.52
H 0.88 3.28 2.22
H 0.05 1.96 2.64
O 0.56 2.41 1.97
H -5.31 0.07 -1.75
H -5.36 -0.60 -0.34
O -4.78 -0.15 -0.97
H 5.33 -1.69 0.79
H 4.32 -2.61 0.14
O 4.52 -1.67 0.27
H -3.00 1.29 -0.31
H -2.76 2.78 -0.27
O -2.28 1.93 -0.24
*
```

As for the HOMO energy: -12.24 eV. The energy relative to the best compared isomer or geometry (same formula, charge and spin) comes out at 4.41 kcal/mol. As for the LUMO energy: -2.79 eV.

=====

Entry 4:
Here is 7 unconnected molecules or ions with the total composition C2H16NO5 in a non-equilibrium geometry from OMol25. Energies are from the ωB97M-V functional and the def2-TZVPD basis.

ORCA input file:
```
! wB97M-V def2-TZVPD RIJCOSX def2/J DEFGRID3
* xyz 1 1
C -3.29 -0.09 -0.49
C -4.04 0.87 0.31
N -1.95 -0.28 -0.48
H -3.77 -0.83 -1.18
H -5.14 0.59 0.27
H -3.55 1.68 0.87
H -1.30 0.11 0.22
H -0.69 5.01 0.79
H -1.49 -1.10 -0.95
H 2.98 2.87 0.64
H 2.86 1.50 -0.03
O 2.38 2.15 0.62
H -1.40 5.27 0.82
H 0.33 -2.93 -1.62
O -0.22 -2.38 -1.02
H 0.61 -2.17 -0.27
H 1.54 -1.76 1.52
O 1.64 -1.55 0.50
H 2.94 -0.84 -0.26
H 4.11 -0.35 -1.27
O 3.31 -0.02 -0.80
H 0.84 -0.25 0.71
H 0.47 1.14 1.55
O 0.18 0.47 1.02
*
```

As for the HOMO energy: -13.07 eV. The energy relative to the best compared isomer or geometry (same formula, charge and spin) comes out at 209.35 kcal/mol. As for the LUMO energy: -10.18 eV.

=====

Entry 5:
Here is 6 unconnected molecules or ions with the total composition C2H16O5S in a non-equilibrium geometry from OMol25. Energies are from the ωB97M-V functional and the def2-TZVPD basis.

ORCA input file:
```
! wB97M-V def2-TZVPD RIJCOSX def2/J DEFGRID3
* xyz 0 1
C -1.04 -2.09 -1.34
C -1.20 -0.61 -0.77
S -1.45 0.58 -2.21
H -1.71 -2.15 -2.18
H -1.09 -2.69 -0.45
H -0.07 -2.04 -1.85
H -1.90 -0.65 0.06
H -0.21 -0.29 -0.39
H -0.15 1.04 -2.46
O -1.39 1.21 2.49
H -0.75 1.57 1.86
H -2.23 1.43 2.08
O 2.45 0.06 1.00
H 1.63 0.56 1.12
H 2.10 -0.87 1.03
O 0.08 2.57 0.31
H -0.09 3.41 -0.14
H 1.01 2.40 0.16
O -0.33 -1.20 1.79
H -0.48 -0.44 2.41
H -1.02 -1.81 2.07
O 2.42 0.26 -1.65
H 2.64 0.13 -0.70
H 2.76 -0.39 -2.26
*
```

As for the HOMO energy: -8.58 eV. Its SMILES is CCS.O.O.O.O.O. The energy relative to the best compared isomer or geometry (same formula, charge and spin) comes out at 29.73 kcal/mol. As for the LUMO energy: 0.28 eV.

=====

Entry 6:
Here is 6 unconnected molecules or ions with the total composition C2H17N2O5 in a non-equilibrium geometry from OMol25. Energies are from the ωB97M-V functional and the def2-TZVPD basis.

ORCA input file:
```
! wB97M-V def2-TZVPD RIJCOSX def2/J DEFGRID3
* xyz 1 1
C 0.52 2.05 2.52
N -0.38 0.13 -0.39
C 0.04 0.42 0.81
N 0.69 1.51 1.15
H -0.47 1.85 2.90
H 0.78 3.10 2.47
H 1.30 1.71 3.20
H -0.06 0.71 -1.15
H -0.57 -0.86 -0.50
H -0.25 -0.27 1.61
H 0.85 2.23 0.45
H -0.56 -4.37 1.47
H -0.23 -4.80 0.09
O -0.27 -3.99 0.63
H 1.74 4.20 -0.06
H 2.02 3.48 -1.39
O 1.36 3.59 -0.70
H 2.18 -2.04 -1.25
H 0.84 -2.67 -1.27
O 1.25 -1.81 -1.14
H -1.43 1.51 -3.87
H -1.63 -0.02 -3.69
O -1.34 0.78 -3.25
H -2.79 -1.76 0.66
H -1.61 -2.76 0.52
O -1.98 -1.92 0.17
*
```

As for the HOMO energy: -13.55 eV. The energy relative to the best compared isomer or geometry (same formula, charge and spin) comes out at 22.77 kcal/mol. As for the LUMO energy: -2.42 eV.

=====

Entry 7:
Here is 6 unconnected molecules or ions with the total composition C2H17NO5S in a non-equilibrium geometry from OMol25. Energies are from the ωB97M-V functional and the def2-TZVPD basis.

ORCA input file:
```
! wB97M-V def2-TZVPD RIJCOSX def2/J DEFGRID3
* xyz 0 1
N 2.46 -1.71 0.77
C 1.79 -1.95 -0.48
C 2.07 -1.03 -1.73
S 0.89 -1.16 -3.09
H 2.07 -0.87 1.20
H 3.37 -1.25 0.68
H 0.73 -2.02 -0.32
H 1.98 -3.00 -0.82
H 2.12 0.01 -1.42
H 3.02 -1.49 -1.98
H 0.93 -2.47 -3.41
O -4.27 1.59 -0.06
H -3.48 2.07 -0.28
H -4.43 1.33 0.79
O -2.46 1.93 2.45
H -2.27 1.92 1.50
H -1.71 2.46 2.72
O -1.16 -0.98 0.87
H -1.56 -1.81 0.65
H -1.52 -0.67 1.70
O -0.81 1.79 0.22
H -0.73 0.92 -0.22
H 0.06 2.07 -0.13
O 1.57 1.71 2.91
H 1.67 0.77 2.82
H 2.29 2.12 3.38
*
```

As for the HOMO energy: -9.18 eV. Its SMILES is NCCS.O.O.O.O.O. The energy relative to the best compared isomer or geometry (same formula, charge and spin) comes out at 3.21 kcal/mol. As for the LUMO energy: 0.23 eV.

=====

Entry 8:
Here is 7 unconnected molecules or ions with the total composition C2H18O7 in a non-equilibrium geometry from OMol25. Energies are from the ωB97M-V functional and the def2-TZVPD basis.

ORCA input file:
```
! wB97M-V def2-TZVPD RIJCOSX def2/J DEFGRID3
* xyz -1 2
C -2.58 -0.14 1.19
O -1.60 0.66 1.64
C -2.64 -1.54 1.68
H -3.58 0.52 0.99
H -2.41 -0.25 -0.04
H -1.98 1.33 2.22
H -3.06 -1.63 2.74
H -3.28 -2.12 1.15
H -1.65 -2.00 1.62
H 2.84 -1.23 -0.06
H 3.43 -2.40 -1.05
O 3.01 -1.57 -0.93
H -1.38 1.50 -3.67
H -0.57 0.26 -3.78
O -1.43 0.60 -3.90
H 1.25 2.73 -1.01
H 0.37 4.05 -0.89
O 1.19 3.69 -1.12
H 2.16 0.13 1.90
H 2.79 -0.86 2.91
O 2.18 -0.77 2.16
H 2.19 -1.22 -2.25
H 1.63 -2.43 -3.08
O 1.50 -1.52 -2.94
H 0.19 0.76 1.35
H 0.59 2.17 1.66
O 0.85 1.27 1.49
*
```

As for the HOMO energy (spin up / spin down): 0.61 / -6.77 eV. Its expectation value of S² is 0.7505. The energy relative to the best compared isomer or geometry (same formula, charge and spin) comes out at 59.82 kcal/mol. As for the LUMO energy (spin up / spin down): 2.93 / 2.79 eV.

=====

Entry 9:
Here is 10 unconnected molecules or ions with the total composition C2H19O15P in a non-equilibrium geometry from OMol25. Energies are from the ωB97M-V functional and the def2-TZVPD basis.

ORCA input file:
```
! wB97M-V def2-TZVPD RIJCOSX def2/J DEFGRID3
* xyz -4 1
O 12.20 10.65 15.56
H 11.71 9.86 15.30
H 12.85 10.36 16.20
H 12.71 11.05 14.85
O 11.42 7.77 12.35
H 10.52 7.65 12.03
H 11.83 8.51 11.89
H 11.44 7.83 13.31
C 11.32 7.76 15.87
O 11.23 8.31 14.81
O 12.26 6.95 15.99
O 10.73 8.15 16.87
C 8.07 7.32 12.49
O 8.99 7.30 11.42
H 8.14 6.47 13.15
H 8.28 8.23 13.06
H 7.00 7.33 12.26
P 14.00 10.04 12.20
O 14.72 8.73 12.65
O 13.81 11.09 13.34
O 12.61 9.75 11.48
O 14.71 10.73 11.00
O 10.15 4.68 11.82
H 9.83 4.00 11.23
H 9.58 5.43 11.66
O 11.20 7.41 8.84
H 11.08 8.04 8.13
H 10.35 7.37 9.27
O 14.10 6.58 11.11
H 14.79 6.52 10.45
H 14.35 7.33 11.65
O 9.11 10.02 10.65
H 8.82 9.10 10.66
H 9.16 10.26 11.57
O 10.66 10.98 12.85
H 11.43 10.64 12.40
H 10.85 11.91 12.97
*
```

As for the HOMO energy: 5.86 eV. The energy relative to the best compared isomer or geometry (same formula, charge and spin) comes out at 34.88 kcal/mol. As for the LUMO energy: 9.34 eV.

=====

Entry 10:
Here is a molecular structure, C2H20Ni2O16 in a non-equilibrium geometry from OMol25. Energies are from the ωB97M-V functional and the def2-TZVPD basis.

ORCA input file:
```
! wB97M-V def2-TZVPD RIJCOSX def2/J DEFGRID3
* xyz 1 6
Ni -0.98 1.48 -1.47
Ni -2.74 -1.49 -0.12
C 0.17 -0.36 -0.16
O 0.74 0.50 -0.82
O 0.81 -1.16 0.58
O -1.07 -0.34 -0.32
C -3.87 1.15 -1.76
O -3.86 -0.02 -1.26
O -4.88 1.50 -2.35
O -2.94 1.91 -1.50
O -0.56 -0.33 3.13
H -0.09 -0.49 3.95
H -0.01 -0.72 2.46
O -0.90 0.55 -3.30
H -0.26 -0.07 -3.64
H -1.28 0.97 -4.07
O 2.01 -2.14 -2.39
H 1.70 -2.30 -1.50
H 1.57 -1.33 -2.65
O 2.31 -3.07 2.04
H 1.57 -2.54 1.77
H 3.02 -2.81 1.45
O 2.16 2.58 0.73
H 1.24 2.44 0.53
H 2.62 1.95 0.17
O -1.55 -2.64 1.18
H -0.60 -2.53 1.25
H -1.76 -3.30 1.84
O -0.54 2.98 0.04
H -0.72 2.86 0.97
H -0.10 3.83 -0.02
O 3.05 0.07 2.17
H 2.48 -0.54 1.71
H 2.59 0.91 2.11
O -2.93 -0.12 1.80
H -2.17 -0.37 2.32
H -3.04 0.82 1.97
O 2.98 1.01 -2.55
H 2.30 0.92 -1.88
H 3.53 0.23 -2.43
*
```

As for the HOMO energy (spin up / spin down): -13.14 / -13.14 eV. Its expectation value of S² is 8.7626. As for the LUMO energy (spin up / spin down): -5.07 / -7.01 eV.

=====

no.,E (a.u.)
1,-496.2132
2,-441.3074
3,-839.4615
4,-516.1997
5,-860.1435
6,-571.8997
7,-915.4855
8,-613.5564
9,-1557.2177
10,-4308.4182